The following is a quantum chemistry calculation of a cluster of 12 separate species, C24H72O24 in total, from the Open Molecules 2025 dataset.

Bonds (Å) are listed after each position.
Element x y z (Å)
1 O -0.88 -2.36 6.13  C97 1.403, H119 0.960
2 H 3.47 -0.90 -5.27  O40 0.960
3 H -0.64 -2.18 3.38  O20 0.960
4 H -4.12 -0.24 -4.47  O62 0.960
5 H -2.17 -6.28 -0.86  O69 0.960
6 H 1.39 -6.41 0.56  O8 0.960
7 H -4.91 1.37 4.42  O117 0.960
8 O 1.21 -5.47 0.59  H6 0.960, C86 1.397
9 H -0.64 0.42 -1.40  O75 0.960
10 O -5.27 2.82 -3.65  C94 1.381, H95 0.960
11 O 1.75 4.66 -3.10  H82 0.960, C92 1.413
12 H 0.05 -7.12 -1.08  C113 1.090
13 H 1.89 0.67 0.15  O50 0.960
14 H 4.79 -2.78 -3.50  C38 1.090
15 H 4.55 -4.53 2.26  O55 0.960
16 H 2.69 -3.38 1.80  C76 1.090
17 C -0.78 -1.51 -3.69  H19 1.090, H30 1.090, O81 1.434, C101 1.471
18 H 0.05 3.17 -1.59  C31 1.090
19 H -1.48 -2.02 -4.35  C17 1.090
20 O -0.10 -1.39 3.51  H3 0.960, C63 1.440
21 H 0.94 -3.95 -3.71  O114 0.960
22 H 1.13 2.79 0.87  O110 0.960
23 H -2.28 0.90 4.66  C77 1.090
24 H 0.91 -2.18 -4.78  C101 1.090
25 H -4.23 0.00 -2.18  C74 1.090
26 O -0.31 3.72 1.51  H43 0.960, C85 1.416
27 O -5.00 -0.91 3.92  H78 0.960, C89 1.408
28 H 4.51 1.98 0.02  C104 1.090
29 H 3.62 -1.99 1.40  C76 1.090
30 H -1.05 -1.64 -2.64  C17 1.090
31 C 0.15 2.86 -2.63  H18 1.090, O66 1.505, C92 1.616, H116 1.090
32 H -5.25 2.64 1.81  O60 0.960
33 H -0.20 4.95 -3.35  C92 1.090
34 H 0.61 -4.05 -0.68  C86 1.090
35 C 0.32 2.88 3.67  H71 1.090, C85 1.557, H108 1.090, O109 1.447
36 H 4.37 0.30 -3.45  C64 1.090
37 H 3.88 -4.71 0.12  C84 1.090
38 C 4.66 -1.81 -3.98  H14 1.090, O40 1.423, C64 1.494, H67 1.090
39 H -6.22 1.02 -3.45  C94 1.090
40 O 3.61 -1.79 -4.94  H2 0.960, C38 1.423
41 H 1.02 -2.60 4.53  C63 1.090
42 H -3.14 0.72 3.03  C77 1.090
43 H -0.57 4.43 0.92  O26 0.960
44 H -3.05 -1.58 4.31  C89 1.090
45 O 3.91 -0.98 -1.84  C64 1.405, H70 0.960
46 H -1.01 4.53 3.26  C85 1.090
47 H 0.82 2.36 5.51  O109 0.960
48 C -3.66 2.20 0.95  O60 1.414, H80 1.090, C100 1.516, H107 1.090
49 O 3.52 2.74 -1.69  H91 0.960, C104 1.404
50 O 1.60 -0.10 -0.34  H13 0.960, C111 1.367
51 H -1.40 -0.39 1.10  C118 1.090
52 H -0.49 1.08 1.26  C118 1.090
53 H -3.78 -0.75 5.61  C89 1.090
54 H 1.36 -1.71 -3.15  C101 1.090
55 O 4.61 -3.57 2.29  H15 0.960, C76 1.325
56 H -6.04 1.91 -2.02  C94 1.090
57 H 0.81 -1.48 6.81  C97 1.090
58 O 5.04 -3.21 -0.56  C84 1.376, H103 0.960
59 H -0.41 -0.43 6.10  C97 1.090
60 O -5.04 1.95 1.17  H32 0.960, C48 1.414
61 H 0.69 1.00 -3.17  O66 0.960
62 O -3.58 0.44 -4.07  H4 0.960, C74 1.449
63 C 0.79 -1.54 4.63  O20 1.440, H41 1.090, C97 1.518, H102 1.090
64 C 4.61 -0.67 -3.01  H36 1.090, C38 1.494, O45 1.405, H93 1.090
65 H -3.44 1.46 -2.22  C74 1.090
66 O 1.16 1.76 -2.83  C31 1.505, H61 0.960
67 H 5.59 -1.67 -4.52  C38 1.090
68 H -1.56 0.25 -3.95  O81 0.960
69 O -1.44 -6.02 -0.29  H5 0.960, C113 1.388
70 H 2.97 -0.83 -1.97  O45 0.960
71 H -0.51 2.18 3.73  C35 1.090
72 H 0.46 3.92 -4.61  C92 1.090
73 H 0.72 4.88 2.84  C85 1.090
74 C -4.15 0.88 -2.81  H25 1.090, O62 1.449, H65 1.090, C94 1.570
75 O -1.18 0.73 -0.68  H9 0.960, C118 1.463
76 C 3.69 -3.08 1.47  H16 1.090, H29 1.090, O55 1.325, C84 1.561
77 C -3.16 0.57 4.11  H23 1.090, H42 1.090, C89 1.513, O117 1.428
78 H -5.29 -1.77 4.24  O27 0.960
79 C 3.02 3.39 0.52  H83 1.090, H96 1.090, C104 1.510, O110 1.422
80 H -3.22 2.55 1.89  C48 1.090
81 O -0.66 -0.09 -3.89  C17 1.434, H68 0.960
82 H 2.37 3.93 -3.14  O11 0.960
83 H 2.53 4.26 0.07  C79 1.090
84 C 3.86 -3.63 0.02  H37 1.090, O58 1.376, C76 1.561, H98 1.090
85 C -0.08 4.14 2.85  O26 1.416, C35 1.557, H46 1.090, H73 1.090
86 C 0.80 -5.12 -0.70  O8 1.397, H34 1.090, H112 1.090, C113 1.533
87 O -3.99 4.46 0.27  C100 1.414, H106 0.960
88 H 1.01 -0.90 1.31  C111 1.090
89 C -3.74 -0.76 4.52  O27 1.408, H44 1.090, H53 1.090, C77 1.513
90 H -0.60 -5.83 -2.11  C113 1.090
91 H 2.68 2.28 -1.65  O49 0.960
92 C 0.51 4.14 -3.54  O11 1.413, C31 1.616, H33 1.090, H72 1.090
93 H 5.57 -0.55 -2.51  C64 1.090
94 C -5.50 1.66 -2.94  O10 1.381, H39 1.090, H56 1.090, C74 1.570
95 H -6.11 3.05 -4.07  O10 0.960
96 H 3.46 3.69 1.47  C79 1.090
97 C 0.11 -1.38 5.98  O1 1.403, H57 1.090, H59 1.090, C63 1.518
98 H 2.97 -3.27 -0.49  C84 1.090
99 H -4.23 2.94 -0.94  C100 1.090
100 C -3.51 3.20 -0.17  C48 1.516, O87 1.414, H99 1.090, H115 1.090
101 C 0.55 -2.13 -3.76  C17 1.471, H24 1.090, H54 1.090, O114 1.417
102 H 1.72 -0.97 4.56  C63 1.090
103 H 4.85 -2.35 -0.94  O58 0.960
104 C 4.09 2.89 -0.42  H28 1.090, O49 1.404, C79 1.510, H120 1.090
105 H 0.25 -1.63 -0.09  C111 1.090
106 H -3.25 5.04 0.09  O87 0.960
107 H -3.21 1.27 0.59  C48 1.090
108 H 1.15 2.39 3.17  C35 1.090
109 O 0.63 3.18 5.05  C35 1.447, H47 0.960
110 O 2.02 2.44 0.88  H22 0.960, C79 1.422
111 C 0.57 -0.68 0.34  O50 1.367, H88 1.090, H105 1.090, C118 1.547
112 H 1.60 -5.19 -1.44  C86 1.090
113 C -0.31 -6.10 -1.10  H12 1.090, O69 1.388, C86 1.533, H90 1.090
114 O 0.17 -3.46 -3.43  H21 0.960, C101 1.417
115 H -2.51 3.38 -0.56  C100 1.090
116 H -0.85 2.51 -2.89  C31 1.090
117 O -4.01 1.60 4.63  H7 0.960, C77 1.428
118 C -0.66 0.23 0.60  H51 1.090, H52 1.090, O75 1.463, C111 1.547
119 H -0.51 -3.24 6.25  O1 0.960
120 H 4.99 3.49 -0.47  C104 1.090

Results
* E_LUMO: 0.252 eV
* energy: -75187.586 eV
* 2S+1: 1
* SMILES string: OCCO.OCCO.OCCO.OCCO.OCCO.OCCO.OCCO.OCCO.OCCO.OCCO.OCCO.OCCO
* ΔE to the lowest compared entry with this formula, charge and spin: 3.7363 eV
* orbital gap: 9.1 eV

Löwdin population analysis, charges in e, atoms 1 to 8: O -0.069; H 0.087; H 0.086; H 0.094; H 0.088; H 0.088; H 0.072; O -0.060